C37H40N3OS6Tl | ωB97M-V with the def2-TZVPD basis set

M: 939.5 g/mol
Strongest force on any atom: 1.43 eV/Å
Orbital gap: 5.4586 eV
HOMO energy: -1.42 eV

Geometry as ORCA input:
```
! wB97M-V def2-TZVPD RIJCOSX def2/J DEFGRID3
* xyz -2 1
Tl 0.3633 0.3039 -0.0779
C -1.7937 -1.7317 3.1986
C -2.8673 -0.6892 2.9237
S -2.1691 0.9583 2.7348
C -3.6783 1.8463 2.2800
C -4.4223 1.3125 1.0510
S -3.4135 0.9117 -0.3938
C -4.3549 -0.8658 -0.5971
C -3.6446 -1.7080 -1.6582
S -1.8122 -1.7378 -1.6426
C -1.5092 -3.2024 -0.6369
C -1.9560 -3.0706 0.8204
S -0.7372 -2.1767 1.8056
H -2.2567 -2.6494 3.5716
H -1.1031 -1.3704 3.9655
H -3.5801 -0.6774 3.7553
H -3.4049 -0.9247 2.0085
H -3.3416 2.8671 2.1151
H -4.3588 1.8214 3.1374
H -5.1612 2.0661 0.7614
H -4.9716 0.4128 1.3156
H -5.3681 -0.6341 -0.9485
H -4.4468 -1.4135 0.3469
H -3.8787 -1.3265 -2.6545
H -3.9365 -2.7634 -1.6395
H -0.4260 -3.3411 -0.7032
H -2.0124 -4.0593 -1.0918
H -2.0830 -4.0625 1.2659
H -2.9036 -2.5442 0.8783
C 1.6137 0.1355 -3.3197
C 2.6147 -0.2778 -2.2686
N 3.0559 0.6344 -1.4947
N 4.1642 0.3682 -0.7163
C 4.1083 0.4807 0.5568
S 2.7757 0.5772 1.6659
S 5.7912 0.6408 1.2326
C 5.7162 -0.4035 2.7117
C 5.9960 -1.8545 2.4245
C 7.2318 -2.4101 2.7414
C 7.5274 -3.7324 2.4261
C 6.5823 -4.5151 1.7780
C 5.3420 -3.9689 1.4572
C 5.0455 -2.6522 1.7832
C 2.9540 -1.7266 -2.1935
C 3.8563 -2.3060 -3.0743
C 4.1261 -3.6738 -3.0615
C 3.4346 -4.4660 -2.1430
C 2.5166 -3.9105 -1.2677
C 2.2271 -2.5165 -1.2563
O 1.3242 -2.0221 -0.4867
H 1.7479 1.1854 -3.5835
H 0.5854 -0.0129 -2.9634
H 1.7302 -0.4909 -4.2069
H 4.7161 -0.2508 3.1188
H 6.4592 0.0019 3.3995
H 7.9787 -1.7928 3.2321
H 8.4990 -4.1441 2.6756
H 6.8112 -5.5417 1.5139
H 4.6045 -4.5555 0.9268
H 4.0776 -2.2304 1.5201
H 4.3720 -1.6648 -3.7849
H 4.8505 -4.1033 -3.7414
H 3.6130 -5.5371 -2.1162
H 1.9703 -4.5312 -0.5646
N -2.5786 2.8349 0.0068
C -2.3333 3.5885 -0.9636
C -2.6820 3.2036 -2.3933
C -3.8576 3.6181 -3.0104
C -4.1295 3.2726 -4.3307
C -3.2291 2.4928 -5.0478
C -2.0649 2.0500 -4.4292
C -1.7954 2.4098 -3.1156
C -1.6333 4.9260 -0.7739
C -1.9341 6.0540 -1.5329
C -1.3573 7.2888 -1.2378
C -0.4464 7.4018 -0.1973
C -0.1091 6.2685 0.5395
C -0.7034 5.0480 0.2577
H -4.5749 4.2020 -2.4429
H -5.0441 3.6153 -4.8013
H -3.4352 2.2279 -6.0783
H -1.3628 1.4262 -4.9709
H -0.8897 2.0681 -2.6298
H -2.6324 5.9737 -2.3598
H -1.6189 8.1598 -1.8285
H 0.0055 8.3600 0.0328
H 0.6235 6.3332 1.3360
H -0.4615 4.1634 0.8360
*
```